*A*
Here is C3H7ClN2 as an isolated structure from OMol25. Energies are from the ωB97M-V functional and the def2-TZVPD basis.

The geometry in XYZ format:
```
13
Properties=species:S:1:pos:R:3:mulliken_charge:R:1
C -1.016 1.177 0.560 -0.342
C -0.553 -0.119 0.917 -0.640
C 1.645 -0.818 -0.502 0.156
H -0.410 1.715 -0.055 0.275
H -1.177 1.855 1.383 0.357
H -1.234 -0.999 1.365 0.347
H 0.109 0.074 1.738 0.237
H -0.383 -1.237 -0.783 0.255
H 2.271 -0.608 0.404 0.301
H 0.972 -0.515 -2.606 0.250
N 0.227 -0.815 -0.130 -0.321
N 1.988 -0.747 -1.771 -0.643
Cl -2.440 1.036 -0.521 -0.231
```

Summary:
- E_LUMO (eV) = 0.874
- HOMO-LUMO gap (eV) = 9.91
- multiplicity = 1
- highest occupied orbital energy (Ha) = -0.33215

***

*B*
Here is a 3-piece molecular cluster, C3H7ClN2 overall from OMol25. Energies are from the ωB97M-V functional and the def2-TZVPD basis.

The geometry in XYZ format:
```
13
Properties=species:S:1:pos:R:3:mulliken_charge:R:1
C 0.911 -2.209 1.250 -0.203
N 0.142 -2.096 0.253 -0.380
C -0.593 -1.253 -0.353 0.354
N -1.109 -0.546 -1.091 -0.409
H 1.471 -3.084 1.312 0.296
H 0.939 -1.500 2.108 0.262
Cl -2.925 1.561 -2.126 -0.339
H -1.984 0.679 -1.938 0.428
C 0.668 1.668 0.094 -0.848
H 0.523 1.384 -0.939 0.214
H 0.993 0.804 0.716 0.056
H 1.320 2.440 0.320 0.341
H -0.355 2.151 0.393 0.226
```

Summary:
- E_LUMO (eV) = -1.054
- SMILES string = C=NC#N.Cl.C
- HOMO-LUMO gap (eV) = 9.41
- multiplicity = 1
- highest occupied orbital energy (Ha) = -0.38438

***

We find *B* to be the most stable, with the next structure 0.761 eV higher.

***

*A*
Here is C16H13Cl5O2SSeSiV as an isolated structure from OMol25. Energies are from the ωB97M-V functional and the def2-TZVPD basis.

The geometry in XYZ format:
```
40
Properties=species:S:1:pos:R:3:mulliken_charge:R:1
V -0.439 -0.360 -1.353 -0.292
O 3.430 0.048 -1.509 -0.575
C 2.368 0.584 -1.553 0.458
O 1.222 -0.192 -1.620 -0.382
C 2.106 2.040 -1.580 0.401
C 3.246 2.841 -1.445 -0.646
C 3.160 4.215 -1.462 -0.542
C 1.911 4.807 -1.629 -0.519
C 0.782 4.028 -1.773 -0.917
C 0.848 2.629 -1.753 0.747
S -0.732 1.839 -1.980 -0.346
H 4.198 2.343 -1.325 0.445
H 4.049 4.820 -1.350 0.399
H 1.819 5.886 -1.650 0.369
H -0.184 4.497 -1.909 0.435
Cl -2.984 -0.521 -2.076 -0.223
C -2.382 -2.182 -2.070 1.954
C -1.033 -2.254 -1.812 -1.572
C -0.466 -3.517 -1.784 0.924
Cl 1.213 -3.704 -1.433 -0.169
C -1.250 -4.651 -2.013 -0.201
Cl -0.538 -6.216 -2.008 -0.172
C -2.624 -4.523 -2.248 0.735
Cl -3.595 -5.915 -2.510 -0.173
C -3.216 -3.262 -2.274 -0.488
Cl -4.893 -3.041 -2.556 -0.186
C -1.959 -0.709 3.885 -0.977
Si -0.463 -0.074 3.029 0.300
C 1.063 -0.988 3.482 -0.943
C -0.294 1.750 3.125 -0.938
Se -0.896 -0.540 0.854 0.285
H -1.893 -0.562 4.967 0.363
H -2.084 -1.775 3.687 0.292
H -2.842 -0.186 3.513 0.285
H 1.310 -0.863 4.541 0.346
H 1.903 -0.629 2.884 0.295
H 0.929 -2.051 3.280 0.299
H -0.142 2.073 4.160 0.347
H -1.200 2.226 2.744 0.292
H 0.552 2.091 2.526 0.290
```

Summary:
- E_LUMO (alpha / beta) (eV) = -1.650 / -1.013
- HOMO-LUMO gap (alpha / beta) (eV) = 6.69 / 7.42
- multiplicity = 2
- highest occupied orbital energy (alpha / beta) (Ha) = -0.30639 / -0.30981

***

*B*
Here is C16H13Cl5O2SSeSiV as an isolated structure from OMol25. Energies are from the ωB97M-V functional and the def2-TZVPD basis.

The geometry in XYZ format:
```
40
Properties=species:S:1:pos:R:3:mulliken_charge:R:1
V -1.048 0.559 -0.873 -0.309
O -3.072 -1.469 1.710 -0.576
C -2.467 -1.470 0.686 0.464
O -2.055 -0.289 0.123 -0.333
C -2.119 -2.666 -0.120 0.373
C -2.484 -3.889 0.453 -0.649
C -2.234 -5.082 -0.186 -0.545
C -1.622 -5.060 -1.436 -0.515
C -1.272 -3.862 -2.021 -0.910
C -1.504 -2.636 -1.382 0.743
S -0.989 -1.223 -2.326 -0.379
H -2.969 -3.862 1.420 0.448
H -2.511 -6.020 0.276 0.397
H -1.421 -5.986 -1.960 0.368
H -0.807 -3.848 -2.999 0.435
Cl -0.398 1.882 -3.021 -0.216
C -0.929 3.101 -1.874 1.926
C -1.403 2.533 -0.714 -1.619
C -1.855 3.396 0.273 0.876
Cl -2.416 2.756 1.774 -0.168
C -1.821 4.777 0.074 -0.160
Cl -2.416 5.839 1.288 -0.173
C -1.290 5.305 -1.108 0.731
Cl -1.185 7.005 -1.327 -0.175
C -0.830 4.455 -2.111 -0.434
Cl -0.164 5.046 -3.578 -0.188
C 4.070 1.382 0.710 -0.976
Si 2.861 0.100 1.232 0.286
C 2.347 0.211 2.990 -0.948
C 3.276 -1.587 0.642 -0.944
Se 1.012 0.738 0.014 0.334
H 5.037 1.258 1.206 0.373
H 3.681 2.374 0.942 0.290
H 4.217 1.317 -0.369 0.286
H 3.178 -0.001 3.669 0.351
H 1.542 -0.499 3.186 0.295
H 1.975 1.216 3.196 0.301
H 4.190 -1.953 1.120 0.350
H 3.432 -1.567 -0.438 0.293
H 2.465 -2.282 0.861 0.296
```

Summary:
- E_LUMO (alpha / beta) (eV) = -1.553 / -0.945
- HOMO-LUMO gap (alpha / beta) (eV) = 6.63 / 7.36
- multiplicity = 2
- highest occupied orbital energy (alpha / beta) (Ha) = -0.30077 / -0.30519

***

We find *A* to be the most stable, with the next structure 0.254 eV higher.